[1]
The following is a DFT calculation (wB97M-V/def2-TZVPD) of a 6-piece molecular cluster, C52H64FN2O7P2 overall.

Each line ends with the Mulliken charge.
Positions of all 128 atoms, in Å:
C1 0.21498 2.80076 2.83003  -0.976
C2 0.23420 1.46906 2.82220  -0.903
C3 -0.57030 0.60794 1.86615  -0.075
C4 -0.47220 1.09258 0.45347  1.402
C5 0.78436 1.02844 -0.19769  0.231
C6 1.99724 0.41382 0.41124  -0.884
C7 1.92550 -1.11473 0.60938  -1.031
C8 1.33702 -1.91754 -0.56813  -0.443
C9 0.67086 -3.22699 -0.09685  -1.177
C10 -0.58816 -2.90141 0.70097  0.733
C11 -1.63455 -4.01181 0.75884  -0.893
O1 -2.19091 -4.15721 2.07860  -0.410
C12 -2.98177 -3.10844 2.42779  0.526
O2 -2.52120 -2.08169 2.85407  -0.516
C13 -4.43473 -3.33607 2.30180  -0.074
C14 -5.27035 -2.58761 3.01659  -0.786
N1 0.94343 1.51774 -1.41033  -0.782
N2 -0.10634 2.04637 -2.01423  1.126
C15 0.25143 2.56442 -3.36103  0.087
C16 0.21124 4.07930 -3.49807  -1.322
F1 -0.53286 1.93680 -4.29084  -0.291
C17 -1.34580 2.13991 -1.51731  1.134
P1 -2.70045 2.89821 -2.49007  -0.155
P2 -3.54835 1.15840 -3.49100  0.956
O3 -4.91202 0.90318 -3.02262  -0.549
O4 -2.55996 -0.07123 -3.24596  -0.476
O5 -3.42354 1.48655 -5.02687  -0.479
C18 -1.57002 1.61685 -0.22011  0.706
C19 -2.94815 1.63088 0.37218  -1.614
C20 -3.34293 2.96596 1.02288  -0.815
O6 -4.54481 3.51426 0.47739  -0.413
C21 -5.62066 2.67678 0.60970  0.833
C22 -6.52136 2.66694 -0.57463  -0.981
O7 -5.78254 2.01142 1.58962  -0.526
H1 0.47086 3.33444 3.73214  0.326
H2 -0.01038 3.38205 1.94475  0.206
H3 0.87316 0.94421 3.51970  0.481
H4 -0.25605 -0.41915 1.97415  -0.800
H5 -1.57756 0.64709 2.24515  0.495
H6 2.83700 0.62089 -0.24479  -0.228
H7 2.23538 0.90153 1.35389  0.628
H8 1.44226 -1.37480 1.54391  0.396
H9 2.95370 -1.44825 0.73156  0.604
H10 0.56974 -1.37589 -1.12334  0.195
H11 2.13624 -2.14721 -1.26951  0.434
H12 1.37159 -3.85798 0.44217  0.172
H13 0.35013 -3.73239 -1.01006  0.504
H14 -0.30732 -2.72971 1.73638  0.283
H15 -1.04619 -1.97471 0.35961  -0.309
H16 -2.43938 -3.86251 0.03784  0.353
H17 -1.17858 -4.96803 0.52146  0.454
H18 -4.80596 -4.11611 1.65507  0.434
H19 -6.30870 -2.86039 3.11775  0.317
H20 -4.93468 -1.68665 3.50572  0.246
H21 1.27163 2.25050 -3.54635  0.204
H22 -0.71379 4.37220 -3.97724  0.408
H23 0.32821 4.56693 -2.53669  0.360
H24 1.01239 4.38393 -4.16213  0.391
H25 -3.65627 3.25830 -1.53264  -0.044
H26 -3.06782 -0.79903 -2.85024  0.278
H27 -3.11775 0.72599 -5.53893  0.342
H28 -3.03721 0.85199 1.11489  0.411
H29 -3.65257 1.34319 -0.40689  0.532
H30 -3.49638 2.80940 2.08744  0.415
H31 -2.57080 3.72245 0.92420  0.459
H32 -7.10234 3.58468 -0.63466  0.332
H33 -7.18083 1.81086 -0.53025  0.335
H34 -5.94086 2.59866 -1.49189  0.155
C23 2.45588 -6.70441 1.76155  -0.138
C24 2.76096 -6.91354 0.42310  -0.309
C25 3.94692 -7.54236 0.07106  -0.441
C26 4.82402 -7.96895 1.05825  -0.401
C27 4.51767 -7.76260 2.39604  -0.343
C28 3.33531 -7.12731 2.74834  -0.578
H35 1.53066 -6.21256 2.03731  0.398
H36 2.07319 -6.58672 -0.34737  0.367
H37 4.18729 -7.70137 -0.97208  0.363
H38 5.74670 -8.46348 0.78464  0.364
H39 5.20119 -8.09772 3.16498  0.364
H40 3.09847 -6.96357 3.79155  0.367
C29 6.96413 1.75354 -3.29120  -0.426
C30 6.74803 2.07362 -1.95796  -0.329
C31 5.45426 2.13391 -1.46017  -0.531
C32 4.37741 1.86628 -2.29480  0.230
C33 4.59471 1.54263 -3.62762  -0.544
C34 5.88809 1.48960 -4.12725  -0.629
H41 7.97315 1.70903 -3.67999  0.338
H42 7.58840 2.27628 -1.30675  0.483
H43 5.28663 2.38937 -0.42104  0.413
H44 3.36853 1.90862 -1.90667  0.222
H45 3.75580 1.32981 -4.27995  0.398
H46 6.05807 1.24164 -5.16667  0.384
C35 10.95956 -0.25038 1.40399  -0.383
C36 11.87197 0.64889 0.86990  -0.363
C37 11.60988 1.26556 -0.34533  -0.530
C38 10.43105 0.98791 -1.02314  -0.236
C39 9.51705 0.09106 -0.48761  -0.197
C40 9.78255 -0.53099 0.72437  -0.474
H47 11.16645 -0.73306 2.35019  0.361
H48 12.78877 0.86866 1.40092  0.365
H49 12.32444 1.96188 -0.76434  0.370
H50 10.22597 1.47135 -1.97050  0.315
H51 8.59699 -0.12475 -1.01647  0.421
H52 9.07226 -1.23441 1.13952  0.368
C41 -5.93311 5.58810 3.58410  -0.478
C42 -5.00343 6.04996 2.66225  0.007
C43 -4.26091 7.19104 2.93594  -0.632
C44 -4.44326 7.86619 4.13468  -0.332
C45 -5.37098 7.40257 5.05706  -0.436
C46 -6.11800 6.26591 4.78095  -0.412
H53 -6.51370 4.69926 3.36991  0.380
H54 -4.85980 5.51977 1.73051  0.430
H55 -3.54013 7.55547 2.21462  0.363
H56 -3.86326 8.75406 4.35002  0.370
H57 -5.51259 7.92854 5.99198  0.371
H58 -6.84439 5.90828 5.49883  0.369
C47 -5.47172 -5.06365 -2.24740  -0.470
C48 -4.92121 -4.24968 -3.22677  -0.549
C49 -5.07434 -2.87140 -3.14738  -0.458
C50 -5.76764 -2.30595 -2.08485  -0.381
C51 -6.31633 -3.12201 -1.10502  -0.432
C52 -6.17200 -4.50004 -1.18845  -0.460
H59 -5.35900 -6.13780 -2.31062  0.406
H60 -4.37826 -4.68906 -4.05351  0.423
H61 -4.65598 -2.23578 -3.92064  0.524
H62 -5.87932 -1.23000 -2.02599  0.553
H63 -6.85893 -2.68188 -0.27837  0.434
H64 -6.60580 -5.13722 -0.42864  0.442

Total charge ... +1
HOMO-LUMO gap ... 6.451 eV
Strongest force on any atom ... 1.89 eV/A
LUMO ... -4.26 eV
HOMO ... -0.394 Eh

[2]
The following is a DFT calculation (wB97M-V/def2-TZVPD) of C27H49BrClInN5O3 as an isolated structure.

Each line ends with the Mulliken charge.
Positions of all 87 atoms, in Å:
C1 1.96497 2.70264 2.95842  -0.848
C2 1.55785 1.46706 3.80619  -0.848
C3 0.18146 0.83266 3.43994  -0.640
Cl1 0.06226 -0.67642 4.54752  -0.145
C4 -0.02862 0.50346 1.89389  1.207
C5 -1.32289 -0.43145 1.61278  -1.649
C6 -1.48777 -0.76528 0.08569  -0.257
C7 -1.38188 -2.30574 -0.22794  -0.520
C8 -2.60287 -2.70555 -1.10213  -1.264
N1 -2.52586 -4.03664 -1.73451  0.265
C9 -2.37230 -3.99415 -3.19667  -0.859
C10 -1.56336 -4.92069 -1.09346  0.582
C11 -0.09547 -5.06635 -1.56944  -1.075
O1 -1.91977 -5.55295 -0.12861  -0.484
C12 1.24163 -0.21042 1.30357  -1.637
C13 1.39466 -1.73316 1.61828  -0.368
C14 2.83783 -2.03943 2.19426  -1.087
C15 3.74081 -2.77916 1.24106  0.583
C16 4.06566 -2.35634 -0.07084  0.095
C17 4.93098 -3.07613 -0.85139  -0.840
C18 5.54422 -4.29477 -0.34438  -0.242
C19 5.21670 -4.76225 0.94881  -0.768
C20 4.35085 -4.02754 1.71370  -0.337
O2 -0.19632 1.64519 1.06107  0.404
C21 -1.19259 2.56818 1.47441  -1.097
C22 -1.28824 3.72654 0.42484  -0.454
Br1 -2.65565 4.96984 1.20836  0.077
C23 0.02018 4.55407 0.32107  -1.537
C24 1.07503 4.00669 -0.68535  0.009
C25 1.38771 5.04298 -1.79692  -0.981
O3 0.21367 5.51487 -2.45341  -0.510
N2 -1.63409 3.29394 -0.90306  0.603
C26 -2.92197 2.61210 -1.02040  -0.869
C27 -3.15393 2.15374 -2.50384  0.822
N3 -1.90678 1.81154 -3.16205  -0.401
N4 -3.80881 3.28896 -3.16634  -0.451
N5 -4.13496 1.05760 -2.56048  -0.468
H1 2.56508 2.36025 2.10176  0.286
H2 1.13395 3.34274 2.64988  -0.019
H3 2.65645 3.29606 3.58063  0.487
H4 2.30798 0.65848 3.78459  0.123
H5 1.49972 1.78640 4.86171  0.590
H6 -0.58194 1.51377 3.86577  0.604
H7 -2.29118 0.05162 1.96851  0.355
H8 -1.26544 -1.40392 2.13723  1.203
H9 -0.84993 -0.15353 -0.56513  0.261
H10 -2.53036 -0.49634 -0.17026  0.212
H11 -1.45424 -2.90333 0.69754  0.459
H12 -0.41651 -2.50346 -0.71975  0.036
H13 -2.77648 -1.96263 -1.90248  0.392
H14 -3.52558 -2.70204 -0.48450  0.234
H15 -3.38825 -4.03930 -3.63953  0.319
H16 -1.88420 -3.06357 -3.54039  0.311
H17 -1.85094 -4.89542 -3.54675  0.371
H18 -0.00016 -5.95612 -2.21065  0.413
H19 0.19982 -4.15286 -2.11584  0.334
H20 0.53477 -5.15896 -0.67602  0.287
H21 2.15538 0.35943 1.52039  0.953
H22 1.10409 -0.11594 0.21114  0.472
H23 1.27905 -2.29307 0.67361  0.132
H24 0.68128 -2.16186 2.32977  0.566
H25 2.71034 -2.68220 3.08232  0.428
H26 3.35689 -1.12120 2.52423  0.346
H27 3.63215 -1.44148 -0.48325  0.411
H28 5.22859 -2.76540 -1.85491  0.451
H29 6.25899 -4.86518 -0.94334  0.440
H30 5.67448 -5.68146 1.31801  0.437
H31 4.10277 -4.38676 2.71853  0.381
H32 -2.21659 2.16123 1.57806  0.374
H33 -0.96906 3.08887 2.42359  0.569
H34 -0.28738 5.54725 -0.05742  0.832
H35 0.45352 4.76019 1.31296  0.716
H36 2.02361 3.89873 -0.12047  0.263
H37 0.85640 3.01032 -1.09784  0.059
H38 1.85198 5.91798 -1.31020  0.382
H39 2.13216 4.65343 -2.51206  0.409
H40 0.04103 4.95433 -3.22139  0.310
H41 -1.64306 4.10516 -1.52748  0.319
H42 -2.99043 1.69403 -0.41203  -0.022
H43 -3.80485 3.22975 -0.76392  0.251
H44 -1.37088 1.15691 -2.59697  0.100
H45 -2.12275 1.38285 -4.06288  0.382
H46 -3.18680 4.09278 -3.08385  0.243
H47 -3.99413 3.05588 -4.13989  0.334
H48 -3.82203 0.28307 -3.13743  0.234
H49 -4.42555 0.74371 -1.64106  0.270
In1 -2.38404 -0.21681 3.91482  0.690

Total charge ... +3
HOMO-LUMO gap ... 1.566 eV
Strongest force on any atom ... 3.49 eV/A
LUMO ... -14.26 eV
HOMO ... -0.582 Eh

[3]
The following is a DFT calculation (wB97M-V/def2-TZVPD) of a 2-piece molecular cluster, C7H13N3 overall.

Each line ends with the Mulliken charge.
Positions of all 23 atoms, in Å:
C1 1.35451 -1.67296 0.44964  -0.285
C2 2.44420 0.23723 0.26807  0.758
C3 -2.64058 -1.00978 -0.99113  -0.481
C4 -3.32241 -0.49084 -0.05989  0.642
C5 3.57603 1.13025 0.21149  -1.161
C6 -4.40610 -0.23792 0.69426  -0.762
C7 0.43318 1.46176 -0.67355  -0.629
N1 0.50042 -0.82758 0.00565  -0.471
N2 2.58461 -1.04069 0.58625  -0.057
N3 1.11354 0.36648 -0.08190  0.367
H1 1.15382 -2.67032 0.39512  0.458
H2 -3.22041 -1.66649 -1.70659  0.301
H3 -1.62717 -1.05234 -1.13323  0.311
H4 4.40323 0.81680 -0.55533  0.354
H5 4.19625 0.84666 1.16573  0.362
H6 3.27169 2.23877 0.17173  0.322
H7 -5.23680 0.23857 0.30223  0.393
H8 -3.95028 0.61233 1.29794  0.329
H9 -4.74279 -1.07837 1.37417  0.315
H10 -0.36966 1.87110 -0.03743  0.276
H11 1.22255 2.20782 -0.92830  0.257
H12 -0.18185 1.11204 -1.61756  0.259
H13 3.44405 -1.39251 0.86265  0.142

Total charge ... +2
ΔE to the lowest compared entry with this formula, charge and spin ... 89.1 kcal/mol
HOMO-LUMO gap ... 8.468 eV
Strongest force on any atom ... 4.35 eV/A
LUMO ... -9.36 eV
HOMO ... -0.655 Eh

[4]
The following is a DFT calculation (wB97M-V/def2-TZVPD) of a 2-piece molecular cluster, C5H13NO overall.

Each line ends with the Mulliken charge.
Positions of all 20 atoms, in Å:
C1 -0.62887 -0.65208 1.85845  -1.764
C2 -0.68620 -0.09939 0.47578  0.413
C3 0.35973 0.16008 -0.32066  -0.073
C4 1.71574 -0.58112 -0.26436  -1.012
N1 0.05619 0.59760 -1.63488  -0.263
C5 -0.54176 -0.40177 -2.53150  -0.808
H1 -0.51332 -1.76275 1.94031  0.296
H2 0.23758 -0.26252 2.42311  0.450
H3 -1.49522 -0.36520 2.46603  0.441
H4 -1.72397 -0.24244 0.16454  0.327
H5 1.54796 -1.47429 -0.88545  0.275
H6 1.82209 -0.97807 0.80600  0.258
H7 2.54052 0.10923 -0.24243  0.360
H8 0.64738 1.29690 -2.04537  0.249
H9 -1.13723 -0.00462 -3.36794  0.285
H10 0.18077 -1.02940 -3.10459  0.254
H11 -0.90087 -1.10676 -1.81334  0.311
O1 -0.19631 2.25639 1.73626  -0.581
H12 -0.41948 1.61309 2.41159  0.288
H13 -0.86473 2.92714 1.92845  0.293

ΔE to the lowest compared entry with this formula, charge and spin ... 74.3 kcal/mol
HOMO-LUMO gap ... 8.656 eV
Strongest force on any atom ... 4.43 eV/A
SMILES string ... C/C=C(\C)NC.O
LUMO ... 0.91 eV
HOMO ... -0.285 Eh

[5]
The following is a DFT calculation (wB97M-V/def2-TZVPD) of C28H30BCl2CoN10O4S as an isolated structure.

Each line ends with the Mulliken charge.
Positions of all 77 atoms, in Å:
Co1 0.28546 0.64119 -0.17344  0.296
C1 3.65334 -1.86239 1.39905  -0.727
C2 3.04450 -0.70946 0.91623  -0.108
N1 1.76857 -0.44537 1.18356  0.201
C3 1.11324 -1.30149 1.97775  -0.112
C4 1.70249 -2.50240 2.36610  -0.490
N2 2.96165 -2.77469 2.06635  -0.507
C5 -0.20756 -0.82159 2.40039  0.305
C6 -0.69960 -1.07883 3.66479  -0.684
C7 -1.88086 -0.46770 4.09320  1.134
C8 -2.49943 0.38154 3.17592  -0.442
C9 -1.94124 0.60111 1.92794  0.328
N3 -0.80708 0.00579 1.53304  0.155
C10 -2.50400 1.56460 0.97230  -0.025
C11 -3.80318 2.07015 1.03615  -0.400
N4 -4.21992 3.00487 0.20096  -0.538
C12 -3.37995 3.43919 -0.72383  -0.520
C13 -2.10701 2.89039 -0.84563  -0.299
N5 -1.67733 1.96437 0.00226  0.151
C14 -2.41932 -0.68144 5.45442  1.015
C15 -3.47361 0.08376 5.95036  -0.551
C16 -3.95565 -0.17403 7.22752  -0.434
N6 -3.43709 -1.11083 8.00322  -0.546
C17 -2.42905 -1.84257 7.55772  -0.433
C18 -1.89118 -1.66608 6.29032  -0.540
H1 4.70284 -2.06602 1.22778  0.435
H2 3.58954 0.00211 0.31366  0.399
H3 1.14834 -3.27068 2.89332  0.492
H4 -0.12286 -1.71909 4.31332  0.573
H5 -3.41362 0.89295 3.43346  0.209
H6 -4.52843 1.70951 1.75514  0.478
H7 -3.72992 4.22014 -1.38662  0.401
H8 -1.43628 3.21294 -1.62883  0.527
H9 -3.92868 0.88035 5.37836  0.327
H10 -4.78923 0.38584 7.63354  0.389
H11 -2.04380 -2.60055 8.22865  0.389
H12 -1.08295 -2.31314 5.98269  0.328
C19 1.12357 -7.82765 -6.38430  -1.231
C20 0.71918 -6.41967 -5.97441  -0.411
S1 1.93630 -5.84214 -4.76912  1.197
O1 1.54825 -6.32528 -3.46485  -0.659
O2 3.26472 -6.10420 -5.23827  -0.659
C21 1.78374 -4.01960 -4.65183  -0.503
C22 2.73207 -3.65795 -3.50905  -1.693
N7 2.48572 -2.33547 -2.93871  0.368
C23 1.64101 -2.08299 -1.91942  0.678
N8 1.69748 -0.80473 -1.55519  0.601
C24 2.60599 -0.20580 -2.37458  -1.260
C25 3.10170 -1.13714 -3.23709  -0.163
N9 4.00408 -0.90889 -4.33150  1.053
O3 4.07572 -1.76453 -5.19214  -0.576
O4 4.59230 0.15197 -4.31764  -0.607
C26 0.78716 -3.11979 -1.28587  -1.550
H13 0.38629 -8.24265 -7.06900  0.373
H14 1.18797 -8.47718 -5.51198  0.368
H15 2.09234 -7.81550 -6.87895  0.361
H16 -0.23961 -6.39464 -5.45959  0.355
H17 0.73678 -5.71960 -6.80994  0.383
H18 0.74200 -3.78459 -4.43280  0.405
H19 2.10066 -3.58250 -5.59634  0.490
H20 3.75198 -3.71288 -3.87312  0.428
H21 2.61022 -4.39420 -2.71495  0.648
H22 2.85710 0.83997 -2.31665  0.785
H23 1.39069 -3.94188 -0.89744  0.438
H24 0.08216 -3.54531 -2.00136  0.434
H25 0.21896 -2.67219 -0.47299  0.087
B1 -0.17022 1.99201 -4.52480  -0.072
C27 -0.09142 1.46520 -3.09663  0.369
N10 -0.05688 1.09623 -2.00174  -0.361
H26 -0.18269 1.05347 -5.34648  0.238
H27 0.91867 2.43359 -4.90018  0.217
H28 -1.10906 2.71349 -4.64243  0.033
Cl1 1.28944 2.76705 0.51415  0.089
C28 2.98122 3.04742 1.00586  -0.423
Cl2 4.10887 2.60003 -0.27669  -0.087
H29 3.18340 2.45478 1.89077  0.285
H30 3.07373 4.10921 1.20323  0.394

Total charge ... +2
ΔE to the lowest compared entry with this formula, charge and spin ... 43.0 kcal/mol
HOMO-LUMO gap (spin up / spin down) ... 7.598 / 3.156 eV
Strongest force on any atom ... 2.41 eV/A
LUMO (spin up / spin down) ... -6.39 / -10.84 eV
Multiplicity ... 5
HOMO (spin up / spin down) ... -0.514 / -0.514 Eh

[6]
The following is a DFT calculation (wB97M-V/def2-TZVPD) of a 2-piece molecular cluster, C4H12 overall.

Each line ends with the Mulliken charge.
Positions of all 16 atoms, in Å:
C1 -0.04206 1.07702 1.82077  -2.114
C2 -0.62886 0.01986 2.88182  -2.152
H1 1.05926 0.85291 1.72508  0.669
H2 -0.50909 0.97338 0.87382  0.376
H3 -0.28066 2.10673 2.09431  0.793
H4 -0.25890 -0.99228 2.60628  0.551
H5 -1.61531 0.02815 3.22648  0.886
H6 -0.05779 0.33862 3.82999  0.437
C3 -0.11532 0.01694 -2.65023  -1.669
C4 0.78889 -1.10445 -2.13112  -1.758
H7 0.33536 0.90927 -2.71825  0.346
H8 -0.55295 -0.04611 -3.59380  0.543
H9 -0.89068 -0.00145 -1.87582  0.444
H10 0.99598 -1.85369 -2.92057  0.414
H11 1.61324 -0.68307 -1.66988  0.744
H12 0.15889 -1.64184 -1.49888  0.489

Total charge ... -1
ΔE to the lowest compared entry with this formula, charge and spin ... 27.1 kcal/mol
HOMO-LUMO gap (spin up / spin down) ... 2.802 / 12.154 eV
Strongest force on any atom ... 4.37 eV/A
LUMO (spin up / spin down) ... 4.34 / 4.49 eV
Multiplicity ... 2
HOMO (spin up / spin down) ... 0.056 / -0.282 Eh